Below is C22H37GdO3Si as an isolated structure in a non-equilibrium geometry, with properties calculated with the ωB97M-V functional and the def2-TZVPD basis.

Structure (ORCA input):
```
! RIJCOSX wB97M-V def2-TZVPD def2/J DEFGRID3
* xyz 0 8
O -2.2654 0.5945 -3.2137
C -1.0078 0.8698 -3.9137
C -1.2946 2.1799 -4.6407
H -0.8117 -0.1250 -4.2945
H -0.2775 1.0684 -3.0930
C -2.6376 1.8950 -3.7900
H -1.3222 2.3551 -5.6975
H -0.6356 2.9030 -4.1165
C -3.7521 1.6405 -4.8659
H -3.5625 0.6985 -5.4302
H -3.7979 2.4957 -5.5723
H -4.6793 1.4249 -4.3164
C -2.5757 2.8940 -2.6117
H -1.5460 3.0117 -2.1708
H -3.1366 2.5848 -1.7170
H -2.8525 3.8999 -2.9538
Gd 2.0765 -0.4360 -0.9282
C 1.8940 1.7110 0.0842
C 3.3214 1.3992 0.0899
C 3.7571 1.3109 -1.2944
H 3.8891 1.2673 1.0247
C 2.5998 1.5811 -2.1398
C 1.4580 1.8122 -1.2811
H 0.5074 2.2748 -1.5501
H 1.2265 2.0056 0.8924
H 4.7791 1.0714 -1.6412
H 2.5171 1.7631 -3.2240
C -1.0384 -0.5220 0.5533
C -1.6008 0.6577 -0.1719
C -2.6845 0.2410 -0.9157
H -1.1708 1.6599 -0.0296
C -2.6232 -1.2069 -1.0495
C -1.6666 -1.6882 -0.2090
H -1.3711 -2.7070 0.0471
H -1.6043 -0.4116 1.4893
H -3.5236 0.8020 -1.3636
H -3.2381 -1.7402 -1.7921
O 2.1264 -1.4277 -3.5921
C 1.3747 -0.8523 -4.7322
C 1.4393 -1.6531 -6.0473
H 1.4875 0.2287 -4.7812
H 0.3324 -1.0189 -4.4297
C 2.1997 -2.9225 -5.6548
H 1.8732 -0.9767 -6.7984
H 0.4347 -1.9555 -6.3812
C 2.4300 -2.8314 -4.0861
H 3.1731 -2.9514 -6.2254
H 1.6474 -3.8763 -5.8523
H 3.4259 -3.1103 -3.7272
H 1.7711 -3.5190 -3.5145
C -0.9808 -0.0032 3.6569
Si 0.4310 -0.9437 2.7400
C 2.1593 -0.3676 3.1680
C 0.1064 -2.7016 3.2923
O 0.3770 -0.6765 0.9571
H -0.7340 0.0347 4.7335
H -1.9451 -0.5316 3.5732
H -1.0979 1.0299 3.2944
H 2.3172 -0.4240 4.2719
H 2.8929 -1.0383 2.6677
H 2.3172 0.6785 2.8287
H -0.9692 -2.9537 3.3053
H 0.6480 -3.4343 2.6686
H 0.4761 -2.7895 4.3366
*
```

Its expectation value of S² is 15.787. As for the HOMO energy (spin up / spin down): -3.33 / -7.38 eV. As for the LUMO energy (spin up / spin down): 0.56 / 0.28 eV. The calculation puts the HOMO-LUMO gap (spin up / spin down) at 3.89 / 7.67 eV.